# 1
This record from the OMol25 dataset describes a cluster of 2 separate species, C3H4O2 in total at a distorted geometry. The level of theory is ωB97M-V/def2-TZVPD.

XYZ file:
```
9
Properties=species:S:1:pos:R:3
C 0.759 -0.619 -0.222
C -1.293 0.245 -0.090
C 1.648 0.471 -0.297
O 2.733 0.084 0.214
O -2.210 -0.579 0.012
H 0.984 -1.643 -0.426
H -1.193 1.008 0.566
H 1.492 1.554 -0.422
H -2.920 -0.522 0.664
```

Properties
Kohn-Sham gap (alpha / beta) = 7.37 / 8.24 eV
LUMO level (alpha / beta) = -0.52 / -0.18 eV
HOMO (alpha / beta) = -7.89 / -8.42 eV
largest force on an atom = 6.686 eV/A
M = 72.06 g mol⁻¹



# 2
This record from the OMol25 dataset describes a structure of composition C3H4O2Rh at a distorted geometry. The level of theory is ωB97M-V/def2-TZVPD.

XYZ file:
```
10
Properties=species:S:1:pos:R:3
O -1.148 -0.569 -0.454
C -0.733 0.599 0.146
Rh -0.829 2.675 -0.651
O -1.529 1.472 0.679
C 0.169 -1.177 -0.333
H 0.108 -2.084 0.279
H 0.572 -1.400 -1.328
C 0.758 0.062 0.346
H 0.953 -0.015 1.424
H 1.681 0.437 -0.110
```

Properties
⟨S²⟩ = 8.7832
Kohn-Sham gap (alpha / beta) = 6.73 / 6.69 eV
LUMO level (alpha / beta) = -11.48 / -15.85 eV
HOMO (alpha / beta) = -18.21 / -22.54 eV
largest force on an atom = 3.259 eV/A
spin multiplicity = 6
charge = +2
M = 174.97 g mol⁻¹